C4H12N2 | ωB97M-V with the def2-TZVPD basis set

Structure (XYZ):
```
18
Properties=species:S:1:pos:R:3:forces:R:3:nbo_charge:R:1
C -0.841 0.384 -0.162 0.710 -0.816 0.069 -0.418
C 0.314 0.710 -1.138 -0.937 0.230 0.409 -0.419
C 1.052 -0.491 -1.693 0.191 -0.533 -0.187 -0.223
N 1.451 -1.529 -0.744 -0.375 0.006 0.452 -0.817
C -0.412 0.301 1.320 -0.949 -0.342 0.207 -0.216
N -1.447 0.692 2.283 -0.106 0.371 -0.086 -0.835
H -1.235 -0.608 -0.418 -0.228 0.152 -0.128 0.191
H -1.670 1.071 -0.273 -0.063 0.381 -0.020 0.202
H 1.009 1.341 -0.591 0.245 0.254 -0.068 0.193
H -0.125 1.304 -1.943 0.349 -0.003 -0.162 0.212
H 1.955 -0.178 -2.184 0.549 0.448 -0.195 0.191
H 0.517 -0.985 -2.502 -0.483 -0.021 0.084 0.186
H 0.619 -1.928 -0.313 0.134 -0.074 -0.157 0.342
H 1.955 -1.113 0.033 0.154 0.015 -0.085 0.346
H -0.232 -0.754 1.537 0.620 0.163 0.107 0.183
H 0.471 0.900 1.544 0.167 -0.098 -0.267 0.179
H -2.032 1.426 1.897 0.045 -0.030 0.153 0.347
H -2.053 -0.070 2.546 -0.025 -0.104 -0.126 0.355
```
Forces are in eV/Å.

Its HOMO energy is -9.232 eV. Its max |F| is 1.08 eV/A. The energy above the lowest of the compared OMol25 structures with the same formula, charge and spin comes out at 57.3 kJ/mol. As for the net charge: 0. For the gap between HOMO and LUMO, the calculation gives 10.31 eV. Its SMILES is NCCCCN.